No. 1
{
  "formula": "C5H15NO3P",
  "method": "ωB97M-V/def2-TZVPD",
  "symbols": ["C", "C", "C", "C", "C", "N", "O", "O", "O", "P", "H", "H", "H", "H", "H", "H", "H", "H", "H", "H", "H", "H", "H", "H", "H"],
  "positions_angstrom": [[-0.51662, -0.31190, 1.51388], [-1.99419, 0.77046, -0.12990], [-0.13958, -1.66875, -1.86625], [-1.89324, -0.38965, 0.79948], [2.18021, 1.48623, -0.23149], [0.94622, 2.14193, 0.14182], [1.22538, -2.03194, 0.88314], [0.72720, -0.84213, -1.17638], [2.29911, 0.16659, 0.39504], [0.88637, -0.62442, 0.38121], [-0.48611, -0.97844, 2.40929], [-1.06265, 1.07041, -0.61135], [-2.69806, 0.58255, -0.94016], [-2.22722, 1.65682, 0.51805], [-0.92457, -2.16102, -1.16698], [0.41726, -2.58516, -2.30770], [-0.51268, -1.13624, -2.65691], [-1.77677, -1.31471, 0.24591], [-2.68295, -0.37013, 1.57876], [3.00248, 1.93320, 0.18815], [2.21284, 1.28820, -1.29390], [0.90903, 2.30322, 1.15128], [-0.30039, 0.63492, 1.97306], [0.32251, 2.66158, -0.46182], [2.08642, -2.28161, 0.66379]],
  "charge": 1,
  "lumo_ev": -2.63,
  "gap_ev": 11.42,
  "relative_energy_kj_mol": 0.00,
  "spin_multiplicity": 1
}

No. 2
{
  "formula": "C4H9NO4",
  "method": "ωB97M-V/def2-TZVPD",
  "symbols": ["C", "C", "O", "O", "H", "H", "H", "H", "C", "C", "O", "O", "N", "H", "H", "H", "H", "H"],
  "positions_angstrom": [[-1.96009, -0.27625, 0.16183], [-0.51664, -0.67093, -0.07078], [-0.38337, -1.49421, -1.20227], [0.12424, -1.21436, 1.05767], [-0.68571, -2.37875, -0.96320], [-2.34804, 0.22984, -0.71937], [-2.04285, 0.36890, 1.03054], [-2.54057, -1.17970, 0.34480], [0.21638, 1.83377, 0.36317], [0.57938, 0.47288, -0.19777], [2.39564, -0.97001, 0.21838], [1.15951, 0.61059, -1.42940], [1.36998, -0.28244, 0.82936], [2.97001, -1.26672, 0.93928], [1.24339, -0.26785, -1.83049], [-0.09844, 1.74387, 1.39810], [-0.57745, 2.26922, -0.23676], [1.09463, 2.47214, 0.30691]],
  "charge": 0,
  "lumo_ev": 0.78,
  "gap_ev": 10.04,
  "relative_energy_kj_mol": 416.56,
  "smiles": "C[C@]1(O)ON(O)[C@@]1(C)O",
  "spin_multiplicity": 1
}

No. 3
{
  "formula": "C18H40AsBrO3P",
  "method": "ωB97M-V/def2-TZVPD",
  "symbols": ["C", "C", "C", "C", "C", "As", "C", "C", "C", "C", "C", "C", "C", "C", "C", "C", "C", "O", "C", "C", "O", "P", "O", "Br", "H", "H", "H", "H", "H", "H", "H", "H", "H", "H", "H", "H", "H", "H", "H", "H", "H", "H", "H", "H", "H", "H", "H", "H", "H", "H", "H", "H", "H", "H", "H", "H", "H", "H", "H", "H", "H", "H", "H", "H"],
  "positions_angstrom": [[6.48135, 2.20150, 1.11195], [5.47940, 1.55042, 2.07399], [4.02157, 1.66324, 1.61550], [3.57574, 0.50982, 0.70567], [2.19217, 0.73005, 0.10265], [1.76490, -0.28262, -1.62068], [3.00985, -1.85383, -1.15757], [2.55643, -2.62311, 0.08845], [3.70785, -3.24790, 0.87114], [0.35333, 1.15366, -2.11097], [-0.58356, 1.49946, -0.96379], [-1.94223, 2.11854, -1.39007], [-3.15265, 1.48830, -0.67686], [-4.21069, 2.50181, -0.23900], [-5.19141, 1.95927, 0.81297], [-5.73910, 0.54293, 0.54464], [-5.40882, -0.42649, 1.66955], [-6.35364, -1.50498, 1.74157], [-6.14485, -2.56335, 0.91627], [-4.75968, -3.15301, 0.92160], [-7.05755, -3.01834, 0.26835], [1.13243, -1.37051, -3.74078], [0.81542, -2.90310, -3.19104], [3.20822, -1.58896, -4.71510], [7.35194, 2.58666, 1.64574], [6.02264, 3.04249, 0.58786], [6.83573, 1.50234, 0.35374], [5.57429, 2.05460, 3.04165], [5.74200, 0.50322, 2.24039], [3.33517, 1.73596, 2.46351], [3.91225, 2.58953, 1.03921], [3.54924, -0.38494, 1.33620], [4.32768, 0.36481, -0.07444], [2.12387, 1.78946, -0.17421], [1.42630, 0.56345, 0.86612], [0.56238, -1.12700, -0.90051], [2.89269, 0.50809, -2.40567], [4.05497, -1.55111, -1.08310], [2.95802, -2.53461, -2.01000], [1.88385, -3.42672, -0.22911], [1.95428, -1.97467, 0.73767], [4.29349, -3.91836, 0.24070], [4.36371, -2.47293, 1.27261], [3.33368, -3.82269, 1.72501], [-0.24839, 0.74288, -2.92789], [0.90161, 2.02148, -2.48693], [-0.76669, 0.59774, -0.36848], [-0.09240, 2.21800, -0.30116], [-2.03517, 2.00579, -2.47084], [-1.92548, 3.18986, -1.17145], [-2.80087, 0.95859, 0.21314], [-3.61417, 0.77299, -1.36033], [-4.76115, 2.89938, -1.09752], [-3.69725, 3.35989, 0.20690], [-4.65921, 1.95754, 1.77036], [-6.03590, 2.64271, 0.92087], [-6.82768, 0.56538, 0.46198], [-5.36726, 0.14685, -0.39975], [-4.39149, -0.81198, 1.57123], [-5.46288, 0.08364, 2.63182], [-4.28004, -3.02237, 1.88906], [-4.15158, -2.63868, 0.17359], [-4.83058, -4.20284, 0.65463], [0.79390, -2.89724, -2.22099]],
  "charge": -1,
  "lumo_ev": 2.53,
  "gap_ev": 5.88,
  "spin_multiplicity": 1
}

No. 4
{
  "formula": "C24H21BClCsN10O6",
  "method": "ωB97M-V/def2-TZVPD",
  "symbols": ["Cs", "C", "C", "N", "N", "C", "B", "N", "C", "C", "C", "N", "N", "C", "C", "C", "N", "N", "C", "C", "C", "N", "H", "H", "H", "H", "H", "H", "H", "H", "H", "H", "H", "H", "O", "C", "C", "O", "C", "C", "O", "C", "O", "O", "C", "C", "C", "C", "N", "C", "C", "H", "H", "H", "H", "H", "H", "H", "Cl", "C", "H", "H", "O", "N"],
  "positions_angstrom": [[0.84113, -1.87880, -0.17157], [-4.05254, -3.02111, 1.06620], [-2.84020, -3.35710, 0.44282], [-1.80701, -2.79478, 1.04487], [-2.31914, -2.09409, 2.07909], [-3.66685, -2.21240, 2.10791], [-1.56253, -1.08569, 2.97298], [-1.63217, 0.33143, 2.35879], [-2.10880, 1.53757, 2.72795], [-1.82813, 2.43749, 1.72272], [-1.16074, 1.67325, 0.75198], [-1.04701, 0.41490, 1.13995], [-0.06095, -1.42185, 3.21824], [0.70029, -0.65545, 4.02390], [1.98098, -1.15504, 4.02571], [1.90334, -2.25936, 3.16418], [0.67999, -2.42004, 2.67900], [-2.24989, -1.14162, 4.36311], [-2.14467, -2.20378, 5.18854], [-2.95233, -1.98353, 6.28070], [-3.53665, -0.73500, 6.01400], [-3.11605, -0.23575, 4.86266], [-5.05003, -3.32979, 0.80718], [-2.66751, -3.99007, -0.41483], [-4.23000, -1.70275, 2.87322], [-2.62287, 1.65778, 3.66357], [-2.08529, 3.48264, 1.71126], [-0.76395, 1.95925, -0.21100], [0.26416, 0.19173, 4.52928], [2.83792, -0.77616, 4.55455], [2.68302, -2.93673, 2.84804], [-1.49663, -3.02574, 4.92902], [-3.09273, -2.62941, 7.12965], [-4.23960, -0.17077, 6.60731], [2.75235, -3.94831, -5.58614], [2.73611, -3.13130, -4.70536], [3.19254, -1.68149, -4.75938], [3.41125, -1.04117, -5.77154], [3.28955, -1.27216, -3.38533], [3.02147, -2.29749, -2.46512], [3.18417, -2.33379, -1.23356], [2.30935, -3.37436, -3.25686], [1.50170, -4.16516, -2.83830], [3.68581, 0.00531, -3.10163], [0.85042, 6.04119, -4.60998], [0.69957, 4.73161, -3.89423], [1.22372, 4.52522, -2.62591], [1.05656, 3.29418, -2.00652], [0.41147, 2.27252, -2.55888], [-0.09673, 2.47389, -3.77211], [0.02115, 3.66327, -4.47151], [1.48548, 6.72703, -4.04972], [-0.11847, 6.52363, -4.75120], [1.29432, 5.90125, -5.59649], [1.76460, 5.30991, -2.11129], [1.46967, 3.12390, -1.01877], [-0.61867, 1.63357, -4.21815], [-0.41234, 3.73925, -5.46111], [3.03889, 0.77003, -0.58053], [4.23655, 0.27827, -1.85804], [4.75858, -0.57686, -1.44389], [4.86529, 1.15260, -1.98622], [-1.09200, -1.80909, -3.13169], [-1.47893, -1.00467, -3.84151]],
  "charge": -1,
  "lumo_ev": [1.90, 2.07],
  "gap_ev": [7.60, 7.77],
  "relative_energy_kj_mol": 103.82,
  "spin_multiplicity": 2
}

No. 5
{
  "formula": "C5H10O",
  "method": "ωB97M-V/def2-TZVPD",
  "symbols": ["C", "C", "C", "C", "C", "O", "H", "H", "H", "H", "H", "H", "H", "H", "H", "H"],
  "positions_angstrom": [[1.40105, -0.44065, 1.28783], [0.42149, 0.17150, 0.28678], [0.02053, -0.84521, -0.80464], [-1.21042, -0.49407, -1.60486], [-0.78952, 0.70283, 1.06722], [-1.12561, 0.80294, -1.86002], [2.34216, -0.76163, 0.82872], [1.63361, 0.28554, 2.07558], [0.94429, -1.31364, 1.77246], [0.90623, 1.01928, -0.21408], [0.82184, -0.93508, -1.56066], [-0.10707, -1.85261, -0.38863], [-1.54548, 1.16220, 0.42633], [-0.45783, 1.46386, 1.78097], [-1.26960, -0.10495, 1.63440], [-1.92610, 1.06188, -2.33552]],
  "charge": 0,
  "lumo_ev": 0.87,
  "gap_ev": 9.28,
  "relative_energy_kj_mol": 252.79,
  "spin_multiplicity": 1
}

No. 6
{
  "formula": "C4H7NO2",
  "method": "ωB97M-V/def2-TZVPD",
  "symbols": ["O", "C", "N", "C", "C", "C", "H", "H", "H", "H", "H", "H", "O", "H"],
  "positions_angstrom": [[0.15196, 0.78316, -2.82644], [0.30903, 0.38980, -1.69634], [-1.09033, -0.42884, 2.15894], [-0.16616, 0.68296, 2.04788], [0.44333, 0.82952, 0.68848], [-0.27494, 0.89977, -0.46884], [-1.36240, -0.56877, 3.12611], [0.67003, 0.64468, 2.77345], [-0.70553, 1.61830, 2.27015], [1.45440, 1.24898, 0.68125], [-1.36518, 0.91466, -0.45172], [-0.65359, -1.29331, 1.85011], [1.32792, -0.54560, -1.27664], [1.97194, -0.03242, -0.77313]],
  "charge": 0,
  "lumo_ev": -0.20,
  "gap_ev": 9.28,
  "relative_energy_kj_mol": 263.81,
  "smiles": "NC/C=C/C(=O)O",
  "spin_multiplicity": 1
}

Electronic energy values (in eV) by entry order: -22343.688, -13970.840, -165626.234, -66163.417, -7392.145, -9844.546.